1.
Molecular formula: C20H21N3O3
Method: DFT, the ωB97M-V functional and the def2-TZVPD basis

Kohn-Sham gap, hartree: 0.3265
M, g mol⁻¹: 351.4
Strongest force on any atom, eV Å⁻¹: 0.682
Electronic energy, Eh: -1164.812551
Relative energy (zero: lowest compared OMol25 entry of this formula, charge and spin), kcal/mol: 11.6
Structure (SMILES): Cc1ccc(N2C(=O)N(CC(=O)Nc3ccccc3C)C(=O)[C@@H]2C)cc1

Atoms and positions in Å:
1 H 7.493 -0.494 -2.039
2 C -6.367 0.119 -1.871
3 H -4.548 -1.566 1.770
4 H 2.714 -2.527 0.909
5 H 1.107 -3.056 1.445
6 H 2.975 -1.503 -1.390
7 C 1.106 -1.147 0.464
8 C 4.027 1.179 0.385
9 O -1.183 -1.435 1.282
10 C -5.686 1.322 -1.870
11 H -6.001 2.127 -2.517
12 O -2.527 2.835 0.464
13 O 1.437 2.277 1.095
14 H 3.682 1.901 1.106
15 C -4.176 0.477 -0.200
16 N -3.066 0.618 0.648
17 H 0.936 -1.551 -0.542
18 H -2.757 -0.247 1.081
19 N -0.141 0.605 1.289
20 H -4.064 2.440 -1.036
21 C 3.624 -0.730 -1.009
22 C -5.952 -0.901 -1.031
23 C 5.318 1.249 -0.101
24 C 3.165 0.186 -0.068
25 H 1.970 -1.792 2.334
26 H -6.487 -1.840 -1.028
27 H -3.420 -2.168 0.554
28 C -4.863 -0.746 -0.187
29 H -5.090 -2.731 0.564
30 C 1.773 -2.203 1.346
31 H 5.259 -1.372 -2.212
32 C -4.595 1.503 -1.041
33 C 4.921 -0.651 -1.481
34 H -0.693 2.393 2.122
35 C -2.332 1.724 0.899
36 C -1.167 1.440 1.874
37 H 7.886 0.666 -0.761
38 C 1.125 1.129 0.935
39 N 1.846 0.096 0.422
40 H 5.974 2.027 0.259
41 H 7.252 1.234 -2.301
42 C 7.188 0.435 -1.563
43 C 5.789 0.336 -1.037
44 C -4.453 -1.865 0.726
45 C -0.229 -0.724 1.052
46 H -7.219 -0.028 -2.517
47 H -1.551 0.957 2.778


2.
Molecular formula: C20H21N4O5ReS
Method: DFT, the ωB97M-V functional and the def2-TZVPD basis

Kohn-Sham gap (alpha / beta), hartree: 0.2247 / 0.2531
M, g mol⁻¹: 615.7
<S²>: 0.76
Net charge: -1
Strongest force on any atom, eV Å⁻¹: 0.246
Electronic energy, Eh: -1846.544110
Multiplicity: 2

Atoms and positions in Å:
1 S -1.383 -1.280 1.046
2 C 3.336 0.727 1.588
3 C 0.891 -1.617 -2.533
4 H -2.088 6.583 -4.019
5 H 0.714 -3.698 -3.136
6 N 1.283 -0.581 1.891
7 C -1.523 2.416 -1.270
8 O -1.587 4.593 -4.243
9 H 3.659 3.013 -0.899
10 C 2.377 -1.471 -2.872
11 H -1.026 -1.155 -3.415
12 H -2.359 2.090 -3.249
13 C 0.544 -3.081 -2.250
14 H 2.624 -0.418 -3.015
15 O -0.477 6.046 -2.846
16 C -0.847 3.284 -0.424
17 H -0.548 6.248 -4.892
18 C 0.031 -1.074 -3.676
19 C -1.838 2.768 -2.586
20 H -1.817 1.443 -0.893
21 C 5.176 2.568 0.553
22 N -1.123 -2.782 3.238
23 C 2.983 1.503 0.447
24 C -1.445 4.014 -2.999
25 O -0.344 3.762 1.835
26 C 3.945 2.422 -0.038
27 C 4.607 0.908 2.166
28 H 0.262 -0.022 -3.847
29 H 0.044 5.230 -0.189
30 H 2.620 -2.021 -3.785
31 H 5.879 3.285 0.147
32 N 0.632 -0.852 -1.351
33 H 2.986 -1.855 -2.053
34 H 4.852 0.314 3.041
35 O -0.414 1.617 1.230
36 H 2.881 -0.734 3.114
37 C -0.779 4.886 -2.156
38 C -1.194 5.948 -4.065
39 C 5.525 1.803 1.673
40 H -0.511 -3.279 3.865
41 H 1.158 -3.457 -1.431
42 H 0.212 -1.633 -4.598
43 Re 0.378 0.022 0.110
44 C -0.479 -1.889 2.408
45 H -0.503 -3.164 -1.953
46 O 1.841 1.450 -0.165
47 C -0.472 4.560 -0.863
48 H 6.492 1.920 2.145
49 N 0.720 -1.539 2.735
50 C 2.480 -0.235 2.234
51 C -0.494 2.884 1.000
52 H -1.832 -3.338 2.793


3.
Molecular formula: C20H21N5O2S
Method: DFT, the ωB97M-V functional and the def2-TZVPD basis

Kohn-Sham gap, hartree: 0.3336
M, g mol⁻¹: 395.5
Strongest force on any atom, eV Å⁻¹: 1.795
Electronic energy, Eh: -1597.178778
Relative energy (zero: lowest compared OMol25 entry of this formula, charge and spin), kcal/mol: 41.9
Structure (SMILES): CCC(=O)Nc1cccc(-n2nnnc2SCC(=O)c2ccc(C)c(C)c2)c1

Atoms and positions in Å:
1 C 1.510 -2.213 2.276
2 H 0.062 -3.826 1.866
3 N -2.184 2.942 1.114
4 C -0.547 2.112 -2.096
5 H -3.795 4.048 2.814
6 C -1.887 4.418 3.771
7 H -0.168 0.128 -2.844
8 H -1.589 3.373 3.831
9 O 2.122 -1.771 3.216
10 H -1.037 3.948 -1.103
11 C 2.352 -0.447 -0.912
12 N -1.059 -2.049 -1.986
13 C 0.174 -2.920 2.456
14 C -0.570 0.732 -2.048
15 C -1.072 -2.152 0.171
16 C 2.550 -1.182 -3.297
17 H -0.115 2.608 -2.951
18 H -0.041 -3.094 3.509
19 O -1.908 5.123 0.507
20 C 1.883 -1.994 0.859
21 H -3.178 5.700 2.617
22 H 2.108 -4.881 -1.860
23 C -1.128 0.109 -0.937
24 H -0.998 5.019 3.603
25 H -2.542 2.355 1.856
26 C -2.282 4.295 1.302
27 N -0.991 -3.259 -1.623
28 H 2.511 0.569 -1.243
29 H 1.290 -3.856 -3.036
30 H -2.145 0.356 0.933
31 C 2.158 -3.930 -2.382
32 H 1.747 -4.049 0.263
33 C 1.912 -3.033 -0.066
34 C 2.353 -1.477 -1.844
35 H -2.322 4.705 4.726
36 H 2.126 0.113 1.147
37 H 3.458 -1.660 -3.663
38 C 2.138 -0.694 0.430
39 H 1.716 -1.573 -3.878
40 N -1.117 -1.289 -0.885
41 C -1.636 2.244 0.042
42 H 3.054 -3.912 -3.000
43 C -1.677 0.851 0.095
44 S -1.070 -1.722 1.850
45 C -1.064 2.872 -1.062
46 C -2.897 4.647 2.645
47 C 2.158 -2.794 -1.409
48 H 2.631 -0.112 -3.466
49 N -0.994 -3.376 -0.308


4.
Molecular formula: C20H21N5O3S
Method: DFT, the ωB97M-V functional and the def2-TZVPD basis

Kohn-Sham gap, hartree: 0.3259
M, g mol⁻¹: 411.5
Strongest force on any atom, eV Å⁻¹: 1.069
Electronic energy, Eh: -1672.465286
Relative energy (zero: lowest compared OMol25 entry of this formula, charge and spin), kcal/mol: 39.6
Structure (SMILES): CCCn1c(SCC(=O)Nc2cccc(C(=O)OC)c2)nnc1-c1cccnc1

Atoms and positions in Å:
1 C 0.968 1.707 -2.027
2 H -3.116 4.172 -1.118
3 C -2.479 2.153 -1.542
4 H -3.120 -1.632 1.812
5 C -1.784 -0.743 0.389
6 H 1.059 -5.445 0.911
7 H -4.430 3.065 -1.518
8 H -0.017 -4.789 -0.346
9 C 1.074 -1.543 1.776
10 C 2.116 0.540 1.164
11 H -3.660 2.981 0.066
12 N 0.917 -0.420 -2.044
13 C -2.553 -1.771 0.905
14 C -1.138 2.274 -0.817
15 N -0.162 1.355 -1.342
16 H -3.125 -3.831 0.630
17 C 3.184 3.079 -1.355
18 H -2.866 1.138 -1.425
19 C 0.692 -2.946 1.477
20 H -1.261 2.100 0.256
21 C 1.626 1.122 2.331
22 N -1.858 -3.223 -0.849
23 H 1.832 2.159 2.537
24 H -2.321 2.331 -2.608
25 H 3.751 2.361 -1.944
26 O -0.141 -3.560 2.101
27 H 0.485 0.831 4.108
28 H -0.046 -1.545 3.591
29 H -1.729 0.199 0.914
30 H -0.568 -2.464 -2.242
31 C -0.147 -0.016 -1.386
32 C 0.862 0.370 3.207
33 C 1.862 -0.804 0.903
34 H -0.732 3.281 -0.951
35 C 1.001 -4.775 0.050
36 C 0.569 -0.952 2.932
37 C -1.135 -2.243 -1.349
38 H 2.237 -1.270 0.004
39 H 3.069 0.716 -0.623
40 O 1.353 -3.452 0.433
41 N 2.806 1.269 0.186
42 H 3.660 4.057 -1.349
43 C 2.864 2.626 0.059
44 H 1.715 -5.066 -0.715
45 N 1.611 0.646 -2.437
46 C -3.483 3.156 -0.993
47 C -1.058 -0.967 -0.779
48 C -2.555 -2.994 0.252
49 S 1.560 3.344 -2.176
50 O 2.613 3.416 0.940


5.
Molecular formula: C20H21N5O4
Method: DFT, the ωB97M-V functional and the def2-TZVPD basis

Kohn-Sham gap, hartree: 0.3211
M, g mol⁻¹: 395.4
Strongest force on any atom, eV Å⁻¹: 3.369
Electronic energy, Eh: -1349.458733
Relative energy (zero: lowest compared OMol25 entry of this formula, charge and spin), kcal/mol: 0.0
Structure (SMILES): CC(C)Oc1cc(Oc2cnc(C(=O)N(C)C)cn2)cc(-c2nccc(=O)[nH]2)c1

Atoms and positions in Å:
1 H -1.535 2.369 6.196
2 H 0.423 -5.507 1.626
3 C -0.748 -0.097 4.181
4 H -1.948 -4.876 -1.179
5 C -1.036 0.488 1.769
6 H 4.063 5.052 -4.986
7 H 3.213 5.057 -6.523
8 N -1.177 1.065 4.569
9 O -1.431 1.141 -0.459
10 H 0.300 4.652 -5.125
11 H 0.163 -1.863 4.761
12 H 4.163 3.594 -6.060
13 H 2.855 1.623 -1.689
14 C -0.445 1.508 -1.339
15 C -0.551 0.599 6.833
16 N 0.130 2.718 -3.348
17 C -2.405 -4.783 -0.181
18 N 0.844 1.276 -1.056
19 C -0.791 -1.833 2.297
20 H -1.838 2.488 -2.696
21 H -0.784 -1.353 -1.074
22 H -3.009 -5.680 0.053
23 H -0.551 0.850 7.889
24 O -0.456 -3.436 0.532
25 C -1.380 -4.498 0.908
26 O 0.454 -1.455 7.132
27 H 1.130 4.549 -6.668
28 H -0.600 -2.630 3.014
29 C 3.509 4.402 -5.699
30 C 1.451 2.461 -3.066
31 N -0.196 -0.991 5.064
32 C -0.895 -1.131 -0.019
33 H -1.927 -4.196 1.852
34 H -3.115 -3.939 -0.227
35 C -1.131 0.163 0.430
36 H -0.264 -6.152 0.142
37 H -1.035 -6.517 1.633
38 C -0.771 -2.172 0.916
39 C 2.527 3.041 -3.914
40 C -0.057 -0.667 6.372
41 C -0.873 -0.492 2.731
42 H -1.200 1.531 1.989
43 C -1.116 1.398 5.898
44 C 1.790 1.749 -1.895
45 O 3.704 3.010 -3.489
46 N 2.309 3.823 -5.052
47 C -0.531 -5.725 1.093
48 H 0.556 3.072 -5.941
49 C -0.794 2.279 -2.494
50 C 1.005 4.033 -5.706


6.
Molecular formula: C20H21N5O4S3
Method: DFT, the ωB97M-V functional and the def2-TZVPD basis

Kohn-Sham gap, hartree: 0.2556
M, g mol⁻¹: 491.6
Strongest force on any atom, eV Å⁻¹: 1.370
Electronic energy, Eh: -2544.063304
Relative energy (zero: lowest compared OMol25 entry of this formula, charge and spin), kcal/mol: 0.0

Atoms and positions in Å:
1 H -1.154 5.332 -4.631
2 C -0.567 -0.604 -2.639
3 C 0.594 0.193 0.791
4 N -2.934 -0.725 -1.968
5 H 0.989 6.311 -3.837
6 C -1.589 -1.376 4.919
7 C 2.895 2.874 -2.079
8 H 0.931 -1.572 1.760
9 H 0.233 4.460 -5.300
10 H 0.960 -1.329 4.058
11 H 3.914 1.256 -1.112
12 C 0.651 2.094 -0.704
13 O 1.764 4.636 -3.097
14 C 1.690 3.580 -2.245
15 H -0.389 3.697 -1.641
16 H -2.507 -2.372 2.676
17 C -1.412 -2.370 2.622
18 N -1.027 -3.547 1.848
19 C -0.315 4.685 -4.389
20 C 1.856 1.385 -0.534
21 C 2.988 1.793 -1.237
22 S -0.607 1.370 0.264
23 H -1.810 -4.086 1.518
24 H -0.696 3.753 -3.977
25 H 1.534 -0.737 -2.924
26 C -1.075 -1.060 1.925
27 C 0.555 3.186 -1.550
28 C -1.653 -1.088 -1.891
29 H 1.888 -2.389 -1.124
30 N -2.586 -2.431 -0.266
31 C 0.889 -2.054 -1.356
32 H -0.735 0.153 -3.389
33 O 0.066 -5.030 0.235
34 S 0.178 -3.693 0.724
35 C 0.680 -1.100 -2.373
36 O -1.942 -0.250 1.648
37 H -1.257 -1.441 5.952
38 H 0.902 -2.633 5.235
39 H -2.669 -1.497 4.897
40 H 0.064 5.645 -2.476
41 C -0.150 -2.545 -0.617
42 N 0.228 -0.842 1.615
43 C -0.897 -2.450 4.081
44 C 0.618 -2.348 4.224
45 O 1.424 -3.290 1.326
46 H 1.121 -3.014 3.529
47 H 3.752 3.217 -2.636
48 C 0.604 5.388 -3.395
49 N 1.778 0.322 0.319
50 S -3.774 -1.544 -0.885
51 H -1.349 -0.384 4.543
52 H -1.205 -3.438 4.440
53 C -1.448 -2.093 -0.878


7.
Molecular formula: C20H21N5O4SSc
Method: DFT, the ωB97M-V functional and the def2-TZVPD basis

Kohn-Sham gap, hartree: 0.2705
M, g mol⁻¹: 472.4
Net charge: +1
Strongest force on any atom, eV Å⁻¹: 1.738
Electronic energy, Eh: -2508.308312
Relative energy (zero: lowest compared OMol25 entry of this formula, charge and spin), kcal/mol: 34.3

Atoms and positions in Å:
1 C 3.493 4.460 3.788
2 C 1.709 2.548 -0.690
3 C 2.491 -2.437 0.034
4 C 2.280 3.828 -0.686
5 H -2.044 1.623 -1.271
6 H 2.184 4.485 5.479
7 H 3.102 -4.475 -0.034
8 C 0.655 4.414 0.962
9 C 4.792 -3.154 -0.016
10 H -0.535 2.765 1.665
11 H 3.891 4.439 5.881
12 N 0.716 2.173 0.124
13 C 1.678 4.801 0.124
14 C 3.142 4.060 5.186
15 H 2.008 5.827 0.090
16 C 4.130 3.893 1.529
17 H 4.375 3.139 0.797
18 H 6.234 -1.543 0.044
19 Sc 0.072 -0.121 0.109
20 N 3.390 4.071 -1.446
21 H 3.996 7.243 1.923
22 C 4.239 -0.834 0.063
23 H 2.109 1.797 -1.366
24 H -4.117 0.871 -0.631
25 C -3.276 0.686 0.047
26 H 4.461 0.221 0.095
27 N 4.524 5.672 -0.115
28 O 4.978 5.426 -2.308
29 H 5.534 -3.935 -0.054
30 S 0.799 -2.695 0.062
31 H 3.517 3.516 -2.284
32 O -1.569 -0.945 0.116
33 C 4.348 5.097 -1.335
34 H 0.186 5.133 1.612
35 C 4.188 5.238 1.184
36 H 3.405 6.557 4.202
37 H 3.092 2.978 5.287
38 O -3.658 -1.687 -0.161
39 H 5.133 6.480 -0.152
40 O 2.030 -0.158 0.082
41 C 3.929 6.194 2.166
42 C 3.455 -3.458 -0.010
43 C 5.194 -1.814 0.030
44 H 3.734 2.464 3.058
45 C 3.587 5.807 3.446
46 N 2.934 -1.151 0.059
47 C -2.861 -0.805 -0.021
48 C 3.771 3.515 2.810
49 N -2.093 1.522 -0.253
50 H -3.605 0.870 1.073
51 H -2.258 2.460 0.108
52 C 0.230 3.096 0.970


8.
Molecular formula: C20H22Br2N2O2
Method: DFT, the ωB97M-V functional and the def2-TZVPD basis

Kohn-Sham gap, hartree: 0.3018
M, g mol⁻¹: 482.2
Strongest force on any atom, eV Å⁻¹: 0.759
Electronic energy, Eh: -6183.361627
Relative energy (zero: lowest compared OMol25 entry of this formula, charge and spin), kcal/mol: 0.0
Structure (SMILES): O[C@H](CNC[C@H]1CCCO1)Cn1c2ccc(Br)cc2c2cc(Br)ccc21

Atoms and positions in Å:
1 C 1.293 2.020 -1.501
2 C 2.591 1.607 -1.709
3 N -0.556 -1.015 -1.992
4 H 2.761 1.380 3.477
5 C -0.634 -2.441 -2.146
6 H -1.658 3.158 -0.984
7 H 0.491 -3.559 0.955
8 C -3.356 1.849 -1.099
9 C 0.693 1.988 3.763
10 C -2.974 -0.466 -1.645
11 H 3.939 0.027 -2.228
12 C 0.638 0.660 1.761
13 H 0.413 -0.156 3.762
14 C -1.613 -0.187 -1.704
15 H -1.013 0.732 3.201
16 H -0.112 0.993 1.033
17 H 0.245 -2.780 -2.697
18 C -3.840 0.564 -1.339
19 C 2.017 2.040 3.005
20 C 2.908 0.296 -2.061
21 H -1.524 -2.689 -2.733
22 C 1.111 -0.734 1.324
23 H 1.617 -1.244 2.161
24 C 0.600 -0.274 -1.954
25 C 0.075 0.711 3.193
26 O 1.717 1.584 1.702
27 H 2.438 3.042 2.916
28 C 1.916 -0.656 -2.188
29 C -1.134 1.127 -1.477
30 H 1.068 3.040 -1.235
31 H -0.689 -1.636 1.524
32 H -0.573 -4.279 -1.036
33 H -2.147 -2.220 0.024
34 H 1.843 -0.596 0.525
35 H 0.083 2.853 3.506
36 C -2.012 2.155 -1.166
37 H 2.178 -1.668 -2.459
38 Br 4.007 2.863 -1.516
39 N -0.004 -1.489 0.787
40 C -0.719 -3.217 -0.805
41 H 0.827 1.953 4.842
42 C 0.290 1.070 -1.632
43 H -3.361 -1.456 -1.832
44 H 1.309 -2.651 -0.327
45 O -2.004 -3.137 -0.247
46 H -4.901 0.379 -1.285
47 C 0.361 -2.769 0.200
48 Br -4.604 3.227 -0.661


9.
Molecular formula: C20H22BrN3O4S
Method: DFT, the ωB97M-V functional and the def2-TZVPD basis

Kohn-Sham gap, hartree: 0.3422
M, g mol⁻¹: 480.4
Strongest force on any atom, eV Å⁻¹: 1.192
Electronic energy, Eh: -4212.821165
Relative energy (zero: lowest compared OMol25 entry of this formula, charge and spin), kcal/mol: 0.0
Structure (SMILES): O=C(NCCCN1CCCC1=O)c1ccccc1NS(=O)(=O)c1ccc(Br)cc1

Atoms and positions in Å:
1 H -1.758 3.887 0.520
2 H 0.088 -1.507 4.381
3 N -0.694 -1.865 1.092
4 H 0.128 -3.039 3.511
5 H 2.269 2.892 2.767
6 H -1.732 0.777 -3.321
7 N 1.145 -0.128 -2.118
8 H -2.188 -2.965 -0.781
9 C -1.783 -3.005 -2.875
10 H 1.004 0.784 4.016
11 C -1.745 3.205 -0.316
12 H -0.690 -2.856 0.912
13 H 2.197 1.870 0.183
14 C -1.574 -2.571 -1.579
15 H 1.894 -2.313 2.044
16 C -1.045 -2.455 -3.913
17 O 2.329 -0.854 0.307
18 C -0.622 -1.593 -1.297
19 O 0.830 1.359 -4.124
20 Br -4.550 3.062 0.101
21 C -2.922 2.639 -0.776
22 C -0.573 1.979 -1.997
23 C -2.948 1.774 -1.857
24 C -0.551 -0.998 0.066
25 C -1.754 1.445 -2.475
26 H -1.217 -2.781 -4.928
27 S 0.976 1.415 -2.700
28 C -0.828 -1.413 2.456
29 C 2.523 1.446 1.132
30 C -0.558 2.863 -0.937
31 H 0.497 -1.052 -4.443
32 O -0.461 0.208 0.246
33 H 1.578 -0.183 -1.195
34 C 2.237 -0.035 1.206
35 H 3.606 1.577 1.202
36 H 2.379 -1.927 3.713
37 H -0.773 -0.322 2.409
38 C 1.865 0.817 3.346
39 H -1.816 -1.697 2.838
40 C 1.807 1.993 2.364
41 H 2.779 0.843 3.956
42 C 0.244 -1.959 3.400
43 O 2.048 2.186 -2.141
44 C 1.671 -1.684 2.911
45 H -3.882 1.357 -2.201
46 H -2.528 -3.758 -3.076
47 H 0.386 3.268 -0.608
48 C 0.144 -1.065 -2.348
49 C -0.085 -1.497 -3.652
50 N 1.884 -0.333 2.469
51 H 0.769 2.208 2.111